Computed, not measured: B3H12Sn as an isolated structure, with ωB97M-V/def2-TZVPD.

Results
- Orbital gap (spin up / spin down): 6.928 / 4.899 eV
- Strongest force on any atom: 5.61 eV/A
- 2S+1: 2
- HOMO energy (spin up / spin down): -10.388 / -10.100 eV

```
16
B3H12Sn (ωB97M-V/def2-TZVPD)
Sn -0.929 -0.115 -1.405
B -2.555 0.808 1.156
H -1.684 1.387 0.892
H -3.095 1.494 1.791
H -3.045 0.604 0.217
H -2.238 -0.026 1.762
B 0.786 -0.537 1.337
H 1.116 -0.612 2.362
H 0.958 0.466 0.979
H 1.365 -1.252 0.773
H -0.266 -0.767 1.268
B 1.950 -0.293 -2.248
H 1.663 0.719 -2.005
H 2.985 -0.347 -2.548
H 1.738 -0.856 -1.352
H 1.251 -0.674 -2.976
```

Computed, not measured: B5CuF20 as an isolated structure, with ωB97M-V/def2-TZVPD.

Results
- Orbital gap (spin up / spin down): 10.883 / 9.373 eV
- Total charge: -3
- Strongest force on any atom: 1.04 eV/A
- 2S+1: 2
- HOMO energy (spin up / spin down): -3.275 / -3.275 eV

```
26
B5CuF20 (ωB97M-V/def2-TZVPD)
Cu 0.268 -0.254 0.088
B 2.543 1.414 -0.156
F 3.388 1.162 -1.235
F 1.218 1.677 -0.599
F 2.374 0.214 0.628
F 3.054 2.453 0.607
B -2.132 1.536 -1.970
F -2.465 2.503 -1.002
F -3.308 0.847 -2.360
F -1.590 2.156 -3.121
F -1.169 0.622 -1.450
B -0.434 1.436 2.677
F 0.954 1.552 2.736
F -1.038 2.695 2.830
F -0.836 0.893 1.396
F -0.886 0.563 3.695
B 1.738 -2.224 -1.264
F 1.114 -0.997 -1.719
F 1.347 -2.259 0.100
F 1.263 -3.303 -1.986
F 3.124 -2.144 -1.377
B -1.743 -2.108 0.701
F -2.031 -3.478 0.880
F -1.253 -1.897 -0.620
F -2.840 -1.311 0.949
F -0.660 -1.746 1.576
```

Computed, not measured: B5F20Mg as an isolated structure, with ωB97M-V/def2-TZVPD.

Results
- Orbital gap: 10.762 eV
- Total charge: -3
- Strongest force on any atom: 1.97 eV/A
- HOMO energy: -3.148 eV

```
26
B5F20Mg (ωB97M-V/def2-TZVPD)
Mg 14.824 13.040 18.895
B 17.539 12.851 19.227
F 17.034 12.897 17.931
F 18.438 11.797 19.519
F 18.249 14.049 19.489
F 16.434 12.639 20.046
B 13.640 10.903 18.820
F 13.686 10.619 20.180
F 13.055 9.930 18.034
F 13.013 12.136 18.583
F 14.979 11.136 18.413
B 14.738 12.714 15.423
F 15.287 11.434 15.127
F 14.908 12.993 16.786
F 15.385 13.711 14.669
F 13.387 12.745 15.062
B 14.048 13.686 21.949
F 14.132 13.226 20.641
F 12.744 14.182 22.253
F 14.356 12.625 22.820
F 14.952 14.719 22.162
B 14.493 15.620 18.346
F 14.580 16.011 17.037
F 13.541 14.558 18.327
F 15.586 14.962 18.913
F 14.032 16.683 19.123
```

Computed, not measured: B8F32Zn2 as an isolated structure, with ωB97M-V/def2-TZVPD.

Results
- Orbital gap: 9.789 eV
- Total charge: -4
- Strongest force on any atom: 1.86 eV/A
- HOMO energy: -2.089 eV

```
42
B8F32Zn2 (ωB97M-V/def2-TZVPD)
Zn 2.165 0.005 0.719
Zn -3.261 -0.100 -1.305
B 1.769 2.540 -1.527
F 2.894 2.841 -2.324
F 1.198 3.768 -1.109
F 0.857 1.773 -2.225
F 2.196 1.840 -0.341
B -5.304 -0.995 0.264
F -5.002 -1.286 -1.098
F -6.473 -0.249 0.370
F -5.376 -2.176 1.026
F -4.210 -0.274 0.777
B -3.867 2.208 -1.818
F -3.754 1.898 -0.437
F -4.705 1.207 -2.375
F -4.362 3.472 -2.086
F -2.559 2.024 -2.298
B -0.565 -0.355 0.686
F -1.176 -1.239 1.535
F 0.149 0.640 1.407
F 0.467 -0.968 -0.080
F -1.591 0.231 -0.134
B -2.351 -1.874 -3.047
F -2.209 -1.955 -1.632
F -3.165 -0.708 -3.243
F -1.083 -1.673 -3.570
F -2.965 -2.984 -3.603
B 4.426 -0.476 -0.639
F 3.095 -0.937 -0.887
F 4.784 0.512 -1.558
F 4.331 0.049 0.671
F 5.368 -1.506 -0.770
B 2.812 -2.735 2.672
F 3.174 -2.337 3.946
F 2.270 -1.648 1.884
F 3.929 -3.262 1.985
F 1.814 -3.740 2.746
B 3.283 1.687 3.493
F 2.508 2.646 4.200
F 3.509 0.608 4.342
F 2.512 1.268 2.338
F 4.470 2.261 3.046
```